No. 1
The following is a quantum chemistry calculation of a cluster of 13 separate species, C40H88N10O14 in total at a distorted geometry, from OMol25.

Its HOMO energy (alpha / beta) is 0.056 / -6.440 eV. The total charge is -1. The calculation puts the molar mass at 933.2 u. As for the gap between HOMO and LUMO (alpha / beta): 1.72 / 8.20 eV. Its spin multiplicity is 2. The expectation value of S² is 0.75.

Last column: Mulliken charge in e.
Element x y z (Å)
O1 6.596 0.511 -2.317  -0.6746
C1 6.175 0.664 -1.191  0.0656
N1 6.984 1.138 -0.264  -0.3157
C2 4.707 0.435 -0.736  0.8491
H1 6.633 1.112 0.683  0.2900
H2 7.936 1.340 -0.533  0.2286
H3 4.385 1.339 -0.220  0.2677
H4 4.771 -0.441 -0.091  -0.1919
H5 3.990 0.300 -1.545  -0.6266
O2 6.724 -4.081 3.408  -0.5358
C3 5.780 -3.954 2.648  -0.1512
N2 4.804 -4.854 2.753  -0.3322
C4 5.660 -2.724 1.680  -0.1705
H6 3.839 -4.726 2.484  0.2793
H7 5.002 -5.610 3.393  0.3183
H8 6.657 -2.362 1.427  0.3786
H9 5.058 -1.962 2.173  0.0280
H10 5.242 -3.131 0.759  0.1470
O3 5.126 1.263 2.237  -0.0283
C5 4.797 2.141 2.937  -0.6786
N3 5.695 2.756 3.754  -0.3773
C6 3.315 2.600 2.836  0.0360
H11 6.646 2.470 3.568  0.2705
H12 5.385 3.489 4.376  0.2704
H13 2.631 1.750 2.830  -0.6415
H14 3.208 3.226 1.950  0.1056
H15 3.084 3.230 3.694  0.6014
O4 -4.623 2.836 -0.826  -0.6308
C7 -4.414 3.068 0.338  0.6480
N4 -3.703 4.046 0.797  -0.1714
C8 -4.950 2.096 1.409  -0.4947
H16 -3.540 4.148 1.788  0.1839
H17 -3.251 4.676 0.150  0.1186
H18 -4.256 2.009 2.245  0.1804
H19 -5.033 1.140 0.892  -0.1663
H20 -5.937 2.347 1.799  0.4290
O5 -2.343 4.128 3.485  -0.5977
C9 -1.694 4.320 4.513  1.0352
N5 -0.679 5.218 4.533  -0.4759
C10 -1.932 3.454 5.754  -1.6541
H21 -0.687 5.807 3.713  0.2105
H22 -0.047 5.212 5.321  0.2757
H23 -1.026 3.223 6.315  0.5309
H24 -2.474 2.536 5.526  0.2505
H25 -2.538 4.084 6.404  0.4167
O6 -0.021 6.867 1.922  -0.6875
C11 -0.377 6.208 0.940  0.3857
N6 -1.008 6.832 -0.027  -0.3535
C12 -0.166 4.687 0.869  0.1117
H26 -1.369 6.295 -0.802  0.1984
H27 -1.139 7.833 -0.010  0.2378
H28 0.066 4.331 -0.134  0.4372
H29 -1.169 4.334 1.111  -0.3120
H30 0.481 4.304 1.658  0.0004
O7 -6.347 -0.882 -4.390  -0.6931
C13 -5.239 -0.374 -4.628  0.4691
N7 -4.504 -0.832 -5.623  -0.3537
C14 -4.764 0.715 -3.676  0.1356
H31 -4.847 -1.621 -6.151  0.2171
H32 -3.605 -0.382 -5.722  0.2609
H33 -4.999 0.467 -2.641  -0.1891
H34 -5.266 1.665 -3.863  0.4526
H35 -3.700 0.943 -3.726  -0.2373
O8 -1.951 -3.350 -1.690  -0.6129
C15 -1.701 -3.742 -0.588  1.0219
N8 -1.336 -2.914 0.396  0.6039
C16 -2.035 -5.201 -0.251  -1.5368
H36 -1.229 -3.105 1.382  0.3752
H37 -1.128 -1.979 0.075  -0.5845
H38 -1.352 -5.890 -0.748  0.3499
H39 -3.025 -5.400 -0.660  0.3027
H40 -2.057 -5.491 0.800  0.2927
C17 -1.901 0.688 -0.659  -0.6318
C18 -0.448 0.789 -0.332  0.4074
N9 -0.033 -0.103 0.786  2.2652
C19 -0.828 -0.047 2.010  -0.4771
C20 -0.663 1.225 2.892  -0.5615
C21 1.427 -0.063 0.853  1.2771
C22 1.994 -0.854 1.992  -1.6808
H41 -2.482 0.777 0.259  -0.1112
H42 -2.229 -0.215 -1.175  -0.3269
H43 -2.237 1.422 -1.391  0.9040
H44 0.135 0.533 -1.217  -0.4425
H45 -0.218 1.792 0.028  -0.3514
H46 -1.862 -0.302 1.779  0.7380
H47 -0.543 -0.898 2.629  0.2443
H48 -0.777 1.018 3.956  0.6425
H49 0.386 1.520 2.916  -0.8050
H50 -1.313 2.055 2.614  -0.3358
H51 1.792 0.956 0.981  0.2556
H52 1.951 -0.200 -0.093  -1.0372
H53 1.537 -1.818 1.770  0.1352
H54 1.709 -0.552 3.000  0.4035
H55 3.082 -0.794 1.998  0.2364
C23 3.463 1.695 -4.422  -1.4648
C24 2.156 1.667 -3.608  0.8341
N10 1.070 1.281 -4.541  0.3103
C25 0.708 2.328 -5.530  -0.5280
C26 0.158 3.515 -4.820  -0.9723
C27 -0.061 0.572 -3.867  2.3203
C28 -1.108 -0.164 -4.794  -1.7840
H56 3.612 2.602 -5.008  0.3964
H57 3.462 0.866 -5.129  0.3384
H58 4.347 1.581 -3.794  0.3013
H59 2.163 0.904 -2.829  -0.6479
H60 2.042 2.562 -2.997  0.2129
H61 1.575 2.653 -6.106  0.3671
H62 -0.014 1.907 -6.230  0.3574
H63 -0.285 4.220 -5.523  0.4178
H64 -0.528 3.230 -4.023  0.1333
H65 0.976 4.045 -4.333  0.2962
H66 -0.502 1.280 -3.166  -0.0928
H67 0.346 -0.153 -3.162  -2.1716
H68 -1.556 0.434 -5.588  0.5062
H69 -1.909 -0.601 -4.199  0.5406
H70 -0.676 -0.882 -5.492  0.3692
O9 4.039 -1.379 -3.451  -0.5999
C29 3.008 -2.035 -3.237  0.5188
O10 2.226 -2.340 -4.221  -0.3534
C30 1.193 -3.231 -3.846  -0.8154
C31 1.075 -2.918 -2.363  0.7944
C32 2.478 -2.557 -1.936  0.4048
H71 1.423 -4.265 -4.103  0.2805
H72 0.272 -2.990 -4.378  0.3095
H73 0.651 -3.739 -1.785  0.4450
H74 0.475 -2.012 -2.270  -0.9143
H75 3.089 -3.349 -1.503  0.3511
H76 2.413 -1.700 -1.266  -0.8922
O11 -0.842 -3.852 2.794  -0.2364
C33 -0.095 -4.424 3.566  -0.9166
O12 -0.622 -5.170 4.451  0.3164
C34 0.337 -5.566 5.453  -1.1218
C35 1.658 -4.915 5.133  -1.2518
C36 1.451 -4.465 3.696  0.4576
H77 0.362 -6.655 5.505  0.3954
H78 0.045 -5.251 6.454  0.2596
H79 2.442 -5.672 5.162  0.2069
H80 1.798 -4.104 5.848  1.0976
H81 1.646 -5.233 2.947  0.0230
H82 1.940 -3.493 3.629  -0.2236
O13 -8.408 -0.786 -0.045  -0.7020
C37 -7.329 -1.294 -0.449  0.4041
O14 -6.204 -0.741 -0.073  -0.3777
C38 -5.059 -1.589 -0.200  0.4575
C39 -5.733 -2.932 -0.625  -0.5668
C40 -7.047 -2.579 -1.149  -0.3389
H83 -4.377 -1.822 0.618  0.1318
H84 -4.408 -1.220 -0.992  -0.2114
H85 -5.861 -3.682 0.156  0.4001
H86 -5.165 -3.345 -1.459  0.1762
H87 -7.741 -3.397 -0.958  0.3291
H88 -6.964 -2.343 -2.210  0.1820

No. 2
The following is a quantum chemistry calculation of an isolated molecule of C17H17NO4 at a distorted geometry, from OMol25.

Its HOMO energy is -8.493 eV. As for the SMILES: CN(Cc1ccccc1)C(=O)COC(=O)/C=C/c1ccco1. The calculation puts the molar mass at 299.3 u. As for the gap between HOMO and LUMO: 8.46 eV.

Last column: Mulliken charge in e.
Element x y z (Å)
C1 1.750 1.595 0.438  -0.9969
N1 1.538 0.271 -0.107  0.2181
C2 2.405 -0.113 -1.212  -1.3699
C3 3.840 -0.192 -0.763  0.6688
C4 4.807 0.658 -1.281  -0.3594
C5 6.116 0.585 -0.837  -0.5459
C6 6.468 -0.334 0.136  -0.3880
C7 5.508 -1.185 0.660  -0.6395
C8 4.202 -1.114 0.212  -0.2464
C9 0.669 -0.639 0.369  0.7973
O1 0.535 -1.745 -0.123  -0.6822
C10 -0.191 -0.249 1.585  -0.7809
O2 -1.561 -0.204 1.209  -0.3251
C11 -2.024 0.949 0.701  0.5596
O3 -1.352 1.955 0.615  -0.6586
C12 -3.424 0.865 0.287  -0.4206
C13 -4.126 -0.279 0.277  0.0661
C14 -5.491 -0.385 -0.135  0.1628
C15 -6.312 -1.491 -0.200  -0.6659
C16 -7.558 -1.036 -0.671  -0.4537
C17 -7.414 0.309 -0.860  -0.3858
O4 -6.180 0.709 -0.542  -0.3069
H1 0.803 2.127 0.536  0.3104
H2 2.257 1.552 1.406  0.3092
H3 2.385 2.148 -0.250  0.3886
H4 2.292 0.611 -2.025  0.4776
H5 2.061 -1.093 -1.555  0.3830
H6 4.538 1.377 -2.042  0.3568
H7 6.862 1.249 -1.249  0.3683
H8 7.489 -0.390 0.485  0.3747
H9 5.779 -1.906 1.417  0.3808
H10 3.450 -1.778 0.612  0.4119
H11 0.103 0.698 2.038  0.4535
H12 -0.122 -1.062 2.312  0.3034
H13 -3.861 1.798 -0.038  0.4396
H14 -3.659 -1.202 0.590  0.4349
H15 -6.044 -2.495 0.059  0.4765
H16 -8.438 -1.620 -0.845  0.4345
H17 -8.100 1.057 -1.206  0.4495

No. 3
The following is a quantum chemistry calculation of an isolated molecule of C2H3N3O2 at a distorted geometry, from OMol25.

Its HOMO energy is -9.945 eV. As for the SMILES: [H]/N=c1\cnon1O. The calculation puts the molar mass at 101.1 u. As for the gap between HOMO and LUMO: 9.78 eV.

Last column: Mulliken charge in e.
Element x y z (Å)
H1 -1.064 1.984 -0.244  0.2430
N1 -1.267 1.021 0.126  -0.6470
C1 -0.218 0.394 0.336  0.6794
C2 1.190 0.607 0.059  -0.2638
N2 1.810 -0.426 -0.171  -0.1970
O1 1.113 -1.507 0.201  -0.1271
N3 -0.259 -1.081 0.632  -0.0005
O2 -1.259 -1.751 -0.182  -0.4138
H2 1.794 1.583 -0.064  0.3325
H3 -1.842 -0.823 -0.693  0.3943

No. 4
The following is a quantum chemistry calculation of an isolated molecule of C3H5N3S at a distorted geometry, from OMol25.

Its HOMO energy is -8.414 eV. As for the SMILES: [H]/N=c1/cc[nH]n1S. The calculation puts the molar mass at 115.2 u. As for the gap between HOMO and LUMO: 9.12 eV.

Last column: Mulliken charge in e.
Element x y z (Å)
H1 0.416 -0.670 2.478  0.2331
N1 0.072 -1.289 1.753  -0.7039
C1 0.100 -0.709 0.625  0.5119
C2 -0.307 -1.259 -0.673  -0.4602
C3 -0.250 -0.275 -1.578  -0.3690
N2 0.136 0.938 -1.011  -0.3043
N3 0.520 0.618 0.323  0.0803
S1 0.426 1.863 1.463  -0.1836
H2 -0.660 -2.276 -0.783  0.3891
H3 -0.472 -0.316 -2.639  0.3933
H4 0.929 1.397 -1.517  0.2579
H5 -0.911 1.977 1.559  0.1555